ORCA calculation (wB97M-V/def2-TZVPD) on a molecular structure, C43H39N8O4PbS2.

Summary:
total charge: -1
energy relative to the best compared isomer or geometry (same formula, charge and spin): 14.2 kcal/mol
Kohn-Sham gap: 0.214 Eh
highest occupied orbital energy: -4.73 eV
total energy: -92256.4125 eV

Geometry (Å):
Pb 1.08 0.66 0.82
C 2.97 5.87 2.25
C 3.13 4.99 1.19
C 2.18 4.03 0.93
C 1.03 3.93 1.72
C 0.88 4.81 2.79
C 1.83 5.77 3.05
N 0.15 2.89 1.47
C -1.16 3.05 1.41
C -1.80 4.34 1.35
C -3.15 4.46 1.27
C -4.00 3.32 1.24
C -3.44 2.08 1.28
C -2.04 1.91 1.36
N -1.46 0.68 1.36
N -2.22 -0.34 1.44
C -1.58 -1.56 1.28
C -2.36 -2.70 1.49
C -1.79 -3.94 1.30
C -0.46 -4.03 0.89
C 0.23 -2.85 0.69
N -0.31 -1.65 0.86
H 3.72 6.62 2.46
H 4.02 5.05 0.57
H 2.31 3.34 0.10
H 0.01 4.71 3.43
H 1.70 6.44 3.89
H -1.18 5.22 1.34
H -3.59 5.44 1.19
H -5.07 3.45 1.16
H -4.05 1.19 1.23
H -3.39 -2.58 1.79
H -2.38 -4.84 1.46
H 0.03 -4.98 0.74
H 1.26 -2.85 0.36
C 0.22 -2.51 -7.12
C 0.98 -1.93 -5.96
C 0.33 -1.68 -4.76
C 1.01 -1.16 -3.67
C 2.36 -0.87 -3.79
C 3.02 -1.09 -4.98
C 2.33 -1.63 -6.06
S 3.28 -0.18 -2.41
O 4.35 0.56 -3.05
O 3.65 -1.28 -1.56
N 2.25 0.71 -1.61
C 1.48 1.64 -2.22
C 1.68 2.19 -3.49
C 0.76 3.08 -3.98
C -0.35 3.44 -3.21
C -0.45 2.88 -1.95
N 0.43 2.01 -1.47
H -0.79 -2.12 -7.16
H 0.17 -3.59 -7.04
H 0.71 -2.27 -8.07
H -0.73 -1.86 -4.69
H 0.50 -0.94 -2.75
H 4.06 -0.83 -5.06
H 2.85 -1.80 -7.00
H 2.57 1.92 -4.06
H 0.89 3.51 -4.97
H -1.10 4.13 -3.57
H -1.28 3.12 -1.30
C -2.23 -2.99 5.04
C -1.02 -2.19 4.64
C -0.99 -0.82 4.80
C 0.15 -0.07 4.51
C 0.15 1.41 4.75
C 1.28 -0.73 4.03
C 1.26 -2.11 3.83
C 2.48 -2.81 3.31
C 0.11 -2.82 4.13
C 2.58 0.04 3.78
O 3.47 -0.08 4.61
O 2.63 0.71 2.70
H -3.10 -2.35 5.16
H -2.06 -3.50 5.98
H -2.47 -3.75 4.29
H -1.86 -0.31 5.19
H -0.43 1.65 5.64
H -0.30 1.93 3.90
H 1.16 1.80 4.87
H 2.78 -2.42 2.34
H 2.31 -3.89 3.22
H 3.33 -2.64 3.98
H 0.10 -3.90 3.99
S -2.65 -0.37 -1.89
C -2.56 -1.85 -2.61
N -1.77 -2.84 -2.03
C -1.67 -4.09 -2.50
C -2.36 -4.44 -3.61
C -3.12 -3.41 -4.21
N -3.22 -2.19 -3.76
H -1.26 -2.56 -1.19
H -1.02 -4.76 -1.94
H -2.31 -5.43 -4.03
H -3.67 -3.61 -5.12